1.
Entry from the Open Molecules 2025 dataset: a 2-piece molecular cluster, C17H30BClN3O9S2 overall (wB97M-V/def2-TZVPD).

Each line ends with the natural charge from an NBO analysis.
Cartesian coordinates (Å):
C  4.4580  1.0800  1.5665  -0.638
C  3.0416  0.4150  1.4885  -0.242
N  2.0882  1.1504  0.6341  -0.283
C  1.5701  2.2823  1.1446  0.247
Cl  2.0650  2.8499  2.7093  0.101
C  0.6492  3.0451  0.4784  -0.368
B  0.0901  4.4008  1.1534  1.125
O  0.2905  5.5794  0.4791  -0.853
O  -0.5296  4.4091  2.3738  -0.884
C  0.2381  2.6403  -0.8031  -0.078
C  -0.7815  3.4687  -1.5641  0.754
O  -0.6015  3.7645  -2.7214  -0.498
O  -1.8976  3.9606  -0.9474  -0.617
S  -2.6427  2.8238  0.0841  0.294
C  0.8041  1.4729  -1.3321  0.119
C  0.3685  1.0680  -2.7450  -0.453
C  -1.1251  0.6632  -2.8283  -0.527
C  -1.5077  -0.3353  -1.7423  0.689
N  -2.8149  -0.2467  -1.2126  -0.818
O  -0.7628  -1.2004  -1.3345  -0.609
C  1.7337  0.7297  -0.5989  0.303
C  2.2911  -0.5159  -1.2639  -0.501
C  3.3202  -0.1879  -2.4000  0.104
O  3.4692  1.2120  -2.5931  -0.738
C  4.6965  -0.8491  -2.1806  -0.238
N  5.4467  -0.2450  -1.0748  -0.857
H  4.5525  1.9649  0.9294  0.218
H  4.6561  1.3020  2.6218  0.233
H  5.2040  0.3300  1.2876  0.257
H  2.6485  0.3880  2.5095  0.240
H  3.1867  -0.6233  1.1958  0.245
H  0.5115  5.3878  -0.4406  0.494
H  -0.1418  5.1496  2.8654  0.509
H  -3.5489  3.6266  0.7014  0.156
H  0.9429  0.2291  -3.1407  0.231
H  0.6055  1.9187  -3.3934  0.274
H  -1.2484  0.1326  -3.7866  0.265
H  -1.8115  1.5169  -2.8884  0.232
H  -3.4326  0.2003  -1.8879  0.376
H  -3.1674  -1.1992  -1.1171  0.407
H  2.6756  -1.2702  -0.5759  0.248
H  1.4351  -0.9780  -1.7680  0.292
H  2.9394  -0.6248  -3.3398  0.179
H  4.0691  1.3400  -3.3385  0.490
H  5.2547  -0.6742  -3.1212  0.176
H  4.6155  -1.9338  -2.0337  0.207
H  5.1728  0.7191  -0.9228  0.360
H  6.4199  -0.2233  -1.3594  0.375
O  -4.7585  -5.9584  1.7393  -0.926
S  -5.1159  -4.5752  1.7525  2.382
O  -4.8030  -3.7158  0.6465  -0.949
O  -4.5699  -3.9086  3.1016  -0.720
C  -3.1634  -4.0061  3.3850  -0.078
C  -2.3768  -3.0722  2.4935  -0.640
C  -6.8340  -4.4252  2.1081  -0.886
H  -2.8215  -5.0383  3.2866  0.202
H  -3.0283  -3.7236  4.4277  0.199
H  -2.4332  -3.3654  1.4462  0.229
H  -1.3240  -3.0791  2.7824  0.211
H  -2.7535  -2.0508  2.5638  0.212
H  -7.0747  -5.0490  2.9647  0.257
H  -7.3774  -4.7656  1.2290  0.258
H  -7.0623  -3.3810  2.3065  0.252

Frontier orbital gap = 8.1 eV
Charge = +1
Highest occupied orbital energy = -12.31 eV
Strongest force on any atom = 1.879 eV/Å
Lowest unoccupied orbital energy = -4.25 eV

=====

2.
Entry from the Open Molecules 2025 dataset: C17H30BN4O7S2Si as an isolated structure (wB97M-V/def2-TZVPD).

Each line ends with the natural charge from an NBO analysis.
Cartesian coordinates (Å):
C  0.1258  -4.0928  2.7985  -1.141
Si  0.8463  -3.2866  1.2497  1.894
C  0.4948  -4.4786  -0.1742  -1.141
C  2.7101  -3.1985  1.4449  -1.130
O  0.1713  -1.7926  1.0185  -0.904
C  -1.2537  -1.8494  0.7619  -0.081
C  -1.8023  -0.4421  0.7265  -0.699
S  -3.4868  -0.2525  1.3457  2.326
O  -3.3527  0.6660  2.4385  -0.995
O  -4.2807  0.2447  0.2730  -0.970
N  -3.9694  -1.6524  1.9724  -1.263
S  -4.5922  -2.7363  0.9531  2.048
O  -5.8181  -2.3725  0.3073  -0.966
O  -3.6057  -3.3323  0.0580  -1.023
B  -5.0054  -4.1038  2.1840  0.831
O  -4.1842  -4.3741  3.2005  -0.882
O  -6.1502  -4.8151  2.0539  -0.900
H  -0.0492  -3.3253  3.5439  0.237
H  -0.8388  -4.4984  2.5233  0.241
H  0.7729  -4.8762  3.1654  0.228
H  -0.1532  -5.2697  0.1799  0.238
H  1.4215  -4.9473  -0.4851  0.225
H  0.0000  -4.0170  -1.0187  0.244
H  3.0076  -4.1207  1.9277  0.228
H  3.2255  -3.1743  0.4946  0.237
H  3.0122  -2.3447  2.0382  0.234
H  -1.7335  -2.3912  1.5647  0.196
H  -1.4067  -2.3664  -0.1683  0.197
H  -1.7944  -0.0792  -0.2920  0.225
H  -1.1518  0.1954  1.3062  0.250
H  -3.5907  -3.6152  3.3612  0.516
H  -6.1976  -5.2047  1.1639  0.503
N  0.5548  1.4894  -1.8515  -0.508
C  -0.6234  1.7239  -2.5042  -0.062
C  -0.6358  3.0368  -2.8917  -0.316
C  0.5871  3.6163  -2.4571  -0.315
C  1.3008  2.6353  -1.8196  -0.093
H  0.8279  0.6077  -1.4538  0.419
H  -1.3506  0.9411  -2.6347  0.222
H  -1.4318  3.5273  -3.4256  0.223
H  0.9053  4.6358  -2.5982  0.218
H  2.2695  2.6531  -1.3491  0.211
N  5.8313  -0.8148  -1.3411  -0.507
C  5.2286  -0.6673  -2.5611  -0.085
C  3.9357  -0.2760  -2.3438  -0.295
C  3.7517  -0.1829  -0.9368  -0.313
C  4.9399  -0.5189  -0.3471  -0.073
H  6.7821  -1.0986  -1.1971  0.407
H  5.7688  -0.8522  -3.4732  0.207
H  3.2017  -0.0771  -3.1069  0.226
H  2.8500  0.0981  -0.4178  0.221
H  5.2245  -0.5744  0.6891  0.212
N  0.5615  6.2984  -0.3321  -0.507
C  0.9513  7.6010  -0.1771  -0.086
C  -0.1577  8.3911  -0.3168  -0.316
C  -1.2608  7.5285  -0.5615  -0.304
C  -0.7841  6.2449  -0.5638  -0.068
H  1.1680  5.4997  -0.2861  0.417
H  1.9795  7.8523  0.0181  0.203
H  -0.1771  9.4660  -0.2496  0.213
H  -2.2865  7.8168  -0.7172  0.217
H  -1.2830  5.3023  -0.7097  0.230

Frontier orbital gap = 8.3 eV
Charge = -1
Highest occupied orbital energy = -6.13 eV
Strongest force on any atom = 1.463 eV/Å
Lowest unoccupied orbital energy = 2.13 eV

=====

3.
Entry from the Open Molecules 2025 dataset: an isolated ion of composition C17H30ClFN3O and charge +1 (wB97M-V/def2-TZVPD).

Each line ends with the natural charge from an NBO analysis.
Cartesian coordinates (Å):
C  1.7087  -3.8543  0.3841  -0.631
C  0.4263  -3.0785  0.0037  -0.232
N  0.6053  -1.6197  0.0965  -0.079
N  0.3395  -1.1405  1.3104  -0.194
C  0.4723  0.1400  1.4915  0.255
C  0.0752  0.6060  2.8740  -0.459
C  -1.2691  1.3626  2.8160  -0.380
C  -2.4864  0.4429  2.7325  -0.430
C  -2.7356  -0.1433  1.3457  -0.049
O  -4.1044  -0.1902  1.0551  -0.529
C  -4.3723  -0.8277  -0.1781  -0.248
C  0.9222  1.0762  0.5202  0.026
C  1.0914  2.5366  0.8199  -0.265
N  1.9011  2.8120  2.0025  -0.838
C  1.1786  0.5557  -0.7312  0.106
C  1.6292  1.4062  -1.8809  -0.472
C  0.4128  1.6928  -2.7929  -0.181
C  -0.6018  2.6818  -2.2085  -0.641
Cl  0.9342  2.1988  -4.4153  -0.021
C  0.9845  -0.8293  -0.8881  0.287
C  1.2289  -1.4529  -2.2494  -0.510
C  2.5641  -2.2175  -2.3045  0.058
F  3.4251  -1.7263  -1.3448  -0.359
H  2.5262  -3.1453  0.4679  0.234
H  1.9463  -4.6261  -0.3346  0.233
H  1.5820  -4.2547  1.3817  0.240
H  -0.3136  -3.2970  0.7634  0.250
H  -0.0182  -3.3668  -0.9389  0.225
H  -0.0943  -0.2708  3.4933  0.235
H  0.8633  1.1743  3.3466  0.257
H  -1.3612  1.9680  3.7149  0.236
H  -1.3105  2.0423  1.9687  0.191
H  -3.3564  1.0362  3.0109  0.240
H  -2.4212  -0.3574  3.4674  0.210
H  -2.1806  0.4579  0.6035  0.132
H  -2.3309  -1.1636  1.3129  0.156
H  -5.3319  -1.3210  -0.0760  0.206
H  -4.3999  -0.1094  -0.9998  0.173
H  -3.6104  -1.5730  -0.4246  0.154
H  0.1243  3.0313  0.8738  0.224
H  1.5810  2.9814  -0.0397  0.197
H  2.5403  2.0669  2.2291  0.367
H  2.3741  3.6977  1.9240  0.388
H  2.3209  0.8224  -2.4795  0.241
H  2.1191  2.3158  -1.5705  0.243
H  -0.1025  0.7461  -2.9082  0.197
H  -0.6751  3.5617  -2.8382  0.252
H  -1.5996  2.2546  -2.1679  0.229
H  -0.3570  3.0138  -1.2072  0.205
H  0.4063  -2.0981  -2.5385  0.250
H  1.2865  -0.6986  -3.0167  0.248
H  3.0288  -2.0308  -3.2690  0.193
H  2.4346  -3.2889  -2.2071  0.178

Frontier orbital gap = 8.2 eV
Charge = +1
Energy above the lowest of the compared OMol25 structures with the same formula, charge and spin = 0.000 eV
Highest occupied orbital energy = -12.40 eV
SMILES = CC[n+]1nc(CCCCOC)c(CN)c(C[C@@H](C)Cl)c1CCF
Strongest force on any atom = 1.997 eV/Å
Lowest unoccupied orbital energy = -4.23 eV

=====

4.
Entry from the Open Molecules 2025 dataset: a 5-piece molecular cluster, C17H30FNO6S2 overall (wB97M-V/def2-TZVPD).

Each line ends with the natural charge from an NBO analysis.
Cartesian coordinates (Å):
C  0.0881  2.3681  2.7986  -0.740
C  -0.1379  3.6513  2.2229  0.729
O  0.1576  4.6866  2.6990  -0.485
N  -0.6063  3.6207  0.7827  -0.671
H  -0.1674  2.9158  0.1276  0.517
H  -1.5240  3.1284  0.7133  0.471
C  -0.5860  4.8974  0.0786  -0.398
H  -0.4988  1.5691  2.2981  0.242
H  -0.5872  2.2746  3.7283  0.255
H  1.0824  2.0609  2.8695  0.268
H  -1.2012  5.5948  0.5386  0.207
H  -0.9000  4.7019  -0.8902  0.225
H  0.4478  5.1513  0.1972  0.220
O  0.5350  1.8317  -0.7124  -1.292
H  0.9466  1.5209  -1.3835  0.424
F  0.8932  -4.4710  -4.3906  -0.321
C  0.4963  -3.3104  -3.8547  0.381
C  1.1044  -2.6670  -2.9171  -0.319
C  0.6899  -1.4234  -2.5986  -0.207
C  -0.4407  -0.7842  -3.1821  -0.230
C  -1.1157  -1.4781  -4.2099  -0.217
C  -0.5923  -2.7350  -4.5534  -0.263
H  2.1639  -3.0149  -2.5101  0.266
H  1.0214  -0.7297  -1.9029  0.220
H  -0.6680  0.2375  -2.7918  0.238
H  -1.7744  -0.9492  -4.8510  0.216
H  -1.0193  -3.2393  -5.4944  0.227
C  3.1563  -0.1996  0.4548  -0.413
C  2.3004  -1.0765  1.3247  -0.403
C  2.6094  -2.4359  1.0820  -0.690
S  4.1933  -2.4960  0.3454  2.139
O  4.1194  -2.8775  -1.0776  -0.932
O  5.2554  -2.9514  1.2300  -0.938
C  4.5324  -0.7133  0.4179  -0.618
H  3.0225  0.7140  0.8219  0.223
H  2.7426  -0.1509  -0.5030  0.218
H  1.2460  -0.7123  1.2891  0.231
H  2.5406  -0.7858  2.2577  0.197
H  1.8631  -2.8935  0.3559  0.258
H  2.5188  -2.9933  1.9352  0.253
H  5.1928  -0.4931  -0.5298  0.257
H  5.0036  -0.6051  1.2921  0.220
C  -3.7993  -1.2082  1.6609  -0.396
C  -2.4560  -1.2679  1.1412  -0.473
C  -2.2596  -0.3019  0.1205  -0.632
S  -3.5458  1.0303  0.4954  2.204
O  -4.4158  1.1422  -0.6103  -0.899
O  -2.8228  2.1004  1.0504  -1.013
C  -4.1408  0.2643  1.9651  -0.689
H  -3.7774  -1.8628  2.6387  0.229
H  -4.6219  -1.5844  0.9692  0.226
H  -2.1216  -2.3368  1.0538  0.236
H  -1.6686  -1.1342  1.7391  0.216
H  -2.4056  -0.7720  -0.7834  0.244
H  -1.2403  0.1816  0.2847  0.277
H  -5.2004  0.4017  1.8768  0.251
H  -3.6282  0.6093  2.8897  0.254

Frontier orbital gap = 8.5 eV
Energy above the lowest of the compared OMol25 structures with the same formula, charge and spin = 0.000 eV
Highest occupied orbital energy = -8.46 eV
Strongest force on any atom = 9.869 eV/Å
Lowest unoccupied orbital energy = 0.06 eV